# 1
36
Properties=species:S:1:pos:R:3 method="wB97M-V/def2-TZVPD" orbital_gap_ev=9.4 energy_ha=-853.590469 e_homo_ev=-9.2
C 4.02 0.13 0.42
C 2.81 -0.51 0.97
C 3.76 1.47 -0.36
C 0.49 -0.72 0.56
C 0.19 -1.70 -0.60
C -0.77 0.18 0.89
C -1.02 1.09 -0.40
C -2.51 1.63 -0.44
C -3.84 -0.50 0.21
H 4.74 -1.75 -0.64
H 3.42 -0.73 -1.06
H 4.72 0.52 1.31
H 4.82 2.26 -0.20
H 3.34 1.29 -1.45
H 2.48 2.25 -0.22
H 1.75 0.91 -0.34
H 0.54 -1.45 1.38
H -0.40 0.74 1.70
H -1.83 -0.29 0.96
H -0.97 0.61 -1.41
H -0.17 1.78 -0.45
H -2.70 2.21 -1.30
H -2.91 2.27 0.41
H -2.95 0.11 -1.57
H -3.15 -1.46 -1.19
H -4.99 0.66 1.34
H -4.69 -1.07 1.90
H -1.80 -2.22 -0.01
N 4.43 -0.76 -0.71
N 1.73 0.09 0.44
N -3.54 0.52 -0.69
N -3.33 -1.74 -0.18
N -4.39 -0.28 1.35
O 2.84 -1.60 1.62
O 0.84 -1.55 -1.69
O -0.97 -2.39 -0.58


# 2
77
Properties=species:S:1:pos:R:3 method="wB97M-V/def2-TZVPD" total_charge=+2 orbital_gap_ev="3.0 / 3.5" energy_ha=-4473.007600 e_homo_ev="-12.8 / -12.8"
C 4.25 -3.26 -2.65
C 4.13 -1.89 -2.36
C 4.17 -0.97 -3.42
C 4.33 -1.44 -4.72
N 4.45 -2.75 -4.98
C 4.41 -3.64 -3.99
C 3.91 -1.35 -1.06
C 3.50 -0.65 -0.15
C 3.13 -0.36 1.17
C 2.40 -1.33 1.86
C 1.96 -1.04 3.14
C 1.68 0.31 3.38
C 2.32 1.33 2.66
C 3.29 0.92 1.72
Be 0.06 0.56 4.02
P -0.76 -0.83 -0.28
H 4.04 0.09 -3.21
H 4.16 -4.00 -1.86
H 4.35 -0.73 -5.55
H 4.50 -4.70 -4.26
H 4.09 1.55 1.35
H 2.15 -2.26 1.35
H 2.05 2.38 2.82
H 1.72 -1.82 3.86
C -2.53 -1.18 -0.69
C -2.93 -1.46 -2.12
H -3.09 -0.31 -0.31
H -2.82 -2.03 -0.05
H -4.02 -1.60 -2.15
H -2.70 -0.63 -2.80
H -2.48 -2.37 -2.52
C 0.07 -0.05 -1.77
C 0.30 -0.93 -2.99
H 1.05 0.29 -1.38
H -0.52 0.85 -2.03
H 0.71 -0.30 -3.80
H 1.05 -1.71 -2.80
H -0.62 -1.38 -3.37
C 0.00 -2.52 -0.27
C -0.52 -3.59 -1.22
H -0.13 -2.85 0.78
H 1.08 -2.37 -0.44
H 0.07 -4.50 -1.07
H -1.56 -3.85 -1.05
H -0.39 -3.31 -2.28
Br -1.17 2.06 4.73
P -1.50 2.51 0.44
C -2.36 2.65 -1.17
C -3.26 3.85 -1.27
H -2.91 1.70 -1.26
H -1.57 2.63 -1.94
H -3.74 3.84 -2.24
H -4.05 3.82 -0.51
H -2.72 4.79 -1.18
C -2.54 3.39 1.67
C -2.20 4.84 1.94
H -2.39 2.81 2.60
H -3.60 3.27 1.38
H -2.80 5.20 2.79
H -1.16 4.97 2.22
H -2.44 5.48 1.09
C 0.15 3.32 0.30
C 0.18 4.60 -0.51
H 0.81 2.55 -0.14
H 0.52 3.47 1.33
H 1.20 5.00 -0.53
H -0.13 4.44 -1.55
H -0.45 5.38 -0.07
C -2.00 -3.23 5.02
C -1.83 -2.95 3.50
C -1.60 -1.53 3.28
N -1.02 -0.51 3.34
H -1.19 -2.76 5.60
H -1.97 -4.31 5.19
H -2.95 -2.82 5.39
H -0.91 -3.46 3.13
H -2.72 -3.33 2.94


# 3
62
Properties=species:S:1:pos:R:3 method="wB97M-V/def2-TZVPD" orbital_gap_ev=8.4 energy_ha=-1322.569442 e_homo_ev=-7.9
C -1.39 1.96 7.12
O -1.61 0.57 7.46
C -2.74 -0.14 6.97
C -2.70 -0.21 5.30
C -3.46 1.04 4.48
O -3.96 1.83 5.09
N -2.86 1.30 3.17
C -2.18 0.24 2.40
H -2.66 0.04 1.44
C -0.86 1.15 2.15
H -0.16 1.17 3.10
H -0.16 0.34 1.43
C -1.34 2.51 1.33
C -2.13 3.17 2.32
C -3.51 2.28 2.53
H -3.80 2.14 1.61
H -4.13 3.04 3.21
H -1.65 3.62 3.14
H -2.56 3.99 1.81
O -1.64 2.20 0.19
C -1.06 1.75 -0.97
C -1.50 1.54 -2.10
C -0.96 1.12 -3.17
C 0.52 1.07 -3.22
C 0.92 1.03 -2.06
C 0.35 1.69 -0.84
H 0.89 2.06 -0.11
H 2.14 1.10 -1.97
C 1.12 0.73 -4.57
O 0.79 1.31 -5.53
N 1.92 -0.46 -4.40
C 2.00 -1.35 -3.44
H 1.22 -1.39 -2.71
C 2.38 -2.52 -4.17
N 3.01 -3.56 -3.28
C 2.96 -5.08 -3.60
H 3.33 -5.23 -4.66
H 2.04 -5.01 -3.90
H 3.22 -5.69 -2.96
C 4.56 -3.45 -2.81
H 4.56 -2.17 -2.39
H 4.87 -3.99 -1.97
H 5.17 -3.56 -3.67
C 3.26 -1.97 -5.39
H 3.32 -2.92 -6.19
C 2.45 -0.72 -5.57
H 3.18 0.10 -6.02
H 1.69 -0.80 -6.38
H 4.24 -1.99 -4.93
H 1.63 -3.08 -4.55
H 2.90 -1.04 -2.69
H -1.64 0.95 -4.11
H -2.92 1.61 -1.90
H -0.25 3.17 1.34
H -1.86 -0.47 3.02
H -1.41 -0.31 5.11
H -3.27 -1.11 4.91
H -2.63 -1.08 7.21
H -3.54 0.41 7.15
H -0.45 2.48 7.85
H -2.49 2.45 7.31
H -1.17 2.15 6.06


# 4
12
Properties=species:S:1:pos:R:3 method="wB97M-V/def2-TZVPD" orbital_gap_ev=10.0 smiles="[H]/N=C/N(C)C=O" energy_ha=-302.596420 e_homo_ev=-9.4
H -2.31 -1.63 -1.04
N -1.64 -1.48 -0.29
C -1.07 -0.34 -0.33
N 0.04 0.16 0.31
C 1.18 -0.54 0.92
C 0.17 1.43 -0.44
O 0.99 1.65 -1.28
H -1.29 0.63 -0.99
H 2.08 -0.11 0.47
H 1.16 -1.62 0.72
H 1.21 -0.38 2.00
H -0.52 2.21 -0.05


# 5
76
Properties=species:S:1:pos:R:3 method="wB97M-V/def2-TZVPD" multiplicity=2 orbital_gap_ev="6.7 / 6.8" energy_ha=-7095.993587 e_homo_ev="-6.6 / -6.6"
Co 0.17 0.04 -0.55
S 2.14 -0.62 0.28
C 2.86 0.98 0.41
C 4.26 1.14 0.36
C 4.85 2.38 0.47
C 4.08 3.53 0.64
C 2.70 3.40 0.69
C 2.11 2.15 0.56
S 0.34 1.98 0.68
C -0.28 3.02 -0.67
C -1.53 2.37 -1.22
C -2.53 3.08 -1.86
C -3.67 2.40 -2.26
C -3.81 1.05 -1.95
C -2.77 0.41 -1.30
C -2.87 -1.02 -0.85
S -1.71 -1.40 0.52
C -1.21 -3.00 -0.04
C -1.66 -4.14 0.62
C -1.29 -5.40 0.18
C -0.48 -5.51 -0.94
C -0.03 -4.38 -1.61
C -0.38 -3.09 -1.17
S 0.21 -1.69 -2.03
N -1.64 1.06 -1.00
H 4.86 0.25 0.22
H 5.93 2.45 0.43
H 4.54 4.50 0.72
H 2.08 4.27 0.85
H 0.48 3.09 -1.45
H -0.52 4.03 -0.32
H -2.43 4.15 -2.03
H -4.47 2.92 -2.77
H -4.72 0.51 -2.20
H -2.63 -1.68 -1.68
H -3.89 -1.23 -0.53
H -2.29 -4.02 1.49
H -1.64 -6.28 0.70
H -0.19 -6.48 -1.31
H 0.61 -4.48 -2.47
C 1.95 0.89 5.63
C 1.49 1.06 4.19
P 0.28 -0.16 3.50
C -1.16 0.07 4.66
C -2.38 0.64 3.95
C 0.98 -1.75 4.12
C 0.25 -2.93 3.51
H 2.58 1.72 5.95
H 2.53 -0.03 5.75
H 1.11 0.83 6.33
H 2.35 1.04 3.52
H 1.04 2.05 4.04
H -0.88 0.72 5.49
H -1.40 -0.90 5.11
H -2.15 1.60 3.48
H -3.22 0.80 4.64
H -2.72 -0.03 3.15
H 0.96 -1.79 5.22
H 2.04 -1.77 3.82
H -0.82 -2.91 3.75
H 0.64 -3.89 3.87
H 0.34 -2.92 2.42
C 1.24 -0.93 -5.44
As 0.43 0.66 -4.74
C 0.54 1.96 -6.17
C -1.45 0.28 -4.63
S 1.39 1.35 -3.02
H 0.72 -1.26 -6.35
H 1.18 -1.70 -4.67
H 2.29 -0.72 -5.66
H 0.25 1.51 -7.12
H 1.56 2.33 -6.21
H -0.13 2.79 -5.93
H -1.83 0.17 -5.64
H -1.95 1.11 -4.13
H -1.59 -0.63 -4.04


# 6
68
Properties=species:S:1:pos:R:3 method="wB97M-V/def2-TZVPD" orbital_gap_ev=7.4 smiles="Cc1cccc(OCC(=O)Nc2cc(S(=O)(=O)N3CCCCC3)ccc2N2CCN(C)CC2)c1" energy_ha=-1890.397051 e_homo_ev=-7.9
C 5.27 -4.20 0.16
C 4.17 -3.56 -0.82
C 3.49 -4.31 -1.48
C 2.48 -3.77 -2.32
C 2.37 -2.49 -2.71
C 3.36 -1.65 -1.92
O 3.54 -0.37 -1.79
C 2.69 0.21 -2.81
C 1.21 0.47 -2.35
O 0.27 0.49 -3.30
N 1.22 0.39 -1.08
C -0.03 0.52 -0.47
C -1.19 0.93 -0.88
C -2.50 1.10 0.05
S -3.80 1.70 -0.67
O -3.84 1.57 -2.20
O -4.95 1.03 0.16
N -3.87 3.44 -0.28
C -5.01 4.11 0.01
C -5.78 4.58 -1.29
C -4.94 5.26 -1.94
C -3.44 4.53 -2.23
C -2.93 4.09 -1.01
C -2.17 0.97 1.43
C -1.09 0.31 1.84
C 0.18 0.15 1.20
N 1.24 -0.37 1.65
C 1.72 -0.15 3.03
C 0.95 -1.61 3.90
N 1.57 -2.60 3.28
C 1.38 -3.73 3.95
C 1.08 -2.87 2.01
C 1.62 -1.80 0.98
C 4.18 -2.22 -0.98
H 6.22 -3.71 0.07
H 5.47 -5.27 -0.19
H 4.86 -4.15 1.31
H 3.18 -5.58 -1.26
H 1.59 -4.49 -2.74
H 1.67 -1.95 -3.19
H 3.05 1.35 -3.14
H 2.93 -0.07 -3.87
H 1.86 0.21 -0.58
H -1.36 1.17 -1.90
H -5.54 3.61 0.75
H -4.85 4.86 0.64
H -5.92 3.54 -1.69
H -6.70 4.99 -0.78
H -5.28 5.80 -2.76
H -4.60 6.19 -1.51
H -3.75 3.84 -2.98
H -2.87 5.40 -2.93
H -2.07 3.46 -1.24
H -2.75 5.01 -0.44
H -2.88 1.19 2.13
H -0.96 0.41 2.90
H 1.20 0.71 3.35
H 2.79 -0.22 3.12
H 1.42 -1.37 4.77
H 0.18 -1.23 3.99
H 1.68 -3.63 5.25
H 1.92 -4.63 3.71
H 0.28 -3.85 4.22
H 1.57 -3.78 1.48
H -0.02 -2.83 2.09
H 1.28 -1.82 0.06
H 2.79 -1.72 0.91
H 5.13 -1.62 -0.67


# 7
16
Properties=species:S:1:pos:R:3 method="wB97M-V/def2-TZVPD" orbital_gap_ev="7.2 / 7.5" energy_ha=-458.039293 e_homo_ev="-6.6 / -6.7"
C 0.03 -0.73 -0.82
C 0.87 -0.41 0.43
C -0.90 0.40 -1.01
C 0.01 0.49 1.25
O -0.47 1.59 -1.59
O -2.06 0.00 -1.51
O -0.85 -0.17 2.11
O 0.65 1.57 1.81
H 0.74 -0.82 -1.67
H -0.45 -1.63 -0.64
H 1.21 -1.24 1.03
H 1.60 0.29 0.11
H 0.39 1.90 -1.43
H -2.59 0.62 -1.85
H -0.57 -1.11 2.09
H 0.15 1.81 2.56


# 8
80
Properties=species:S:1:pos:R:3 method="wB97M-V/def2-TZVPD" total_charge=-2 orbital_gap_ev=3.3 energy_ha=-5566.477095 e_homo_ev=-0.5
Sr 0.53 -1.68 1.39
N -0.36 0.82 0.84
C -0.86 1.54 2.01
C 0.02 1.24 3.24
O 0.21 2.19 4.04
N 0.44 -0.01 3.30
C 1.42 -0.29 4.34
C 2.63 -1.13 3.86
O 3.58 -1.24 4.65
O 2.55 -1.66 2.70
H 0.57 1.15 0.59
H -0.92 0.95 0.00
H -1.88 1.18 2.22
H -0.91 2.63 1.90
H 0.97 -0.89 5.15
H 1.79 0.62 4.82
C 3.84 -3.37 -1.51
C 2.43 -2.87 -1.31
S 1.34 -3.95 -0.43
C 2.08 -1.67 -1.84
C 3.09 -0.88 -2.64
S 0.47 -0.96 -1.67
H 4.00 -4.25 -0.89
H 4.58 -2.62 -1.24
H 4.02 -3.65 -2.55
H 3.55 -1.50 -3.42
H 3.90 -0.51 -2.00
H 2.62 -0.02 -3.11
Se -5.02 -7.96 1.73
N -5.14 -6.27 1.15
C -4.00 -5.70 1.40
C -3.70 -4.31 1.06
C -4.61 -3.49 0.40
C -4.24 -2.20 0.08
C -2.96 -1.77 0.45
N -2.10 -2.54 1.09
C -2.45 -3.79 1.39
C -1.43 -4.63 2.06
N -0.27 -4.05 2.32
C 0.71 -4.77 2.85
C 0.55 -6.12 3.18
C -0.66 -6.72 2.94
C -1.69 -5.97 2.36
C -2.99 -6.53 2.04
N -3.35 -7.76 2.30
H -5.58 -3.88 0.13
H -4.90 -1.53 -0.44
H -2.61 -0.77 0.21
H 1.66 -4.25 3.00
H 1.38 -6.67 3.61
H -0.83 -7.76 3.18
C 3.04 5.95 -3.56
C 3.46 5.43 -2.19
C 2.27 5.21 -1.25
N 1.33 4.24 -1.76
C 1.44 2.90 -1.58
S 2.71 2.24 -0.72
N 0.50 2.10 -2.16
C -0.63 2.49 -2.87
O -1.00 1.90 -3.87
C -1.49 3.60 -2.32
C -1.61 3.82 -0.95
C -2.45 4.81 -0.47
C -3.17 5.60 -1.36
C -3.05 5.39 -2.73
C -2.22 4.38 -3.21
H 3.91 6.16 -4.19
H 2.46 6.88 -3.47
H 2.43 5.22 -4.08
H 4.14 6.14 -1.71
H 3.99 4.49 -2.29
H 1.73 6.15 -1.11
H 2.63 4.86 -0.28
H 0.60 4.58 -2.36
H 0.64 1.01 -2.09
H -1.02 3.23 -0.25
H -2.54 4.97 0.59
H -3.82 6.38 -0.99
H -3.61 6.00 -3.43
H -2.13 4.18 -4.27